1.
DFT (ωB97M-V/def2-TZVPD) results for 2 unconnected molecules or ions with the total composition C15H18O at a distorted geometry.

Properties
SMILES ... CCc1ccc(O)cc1.Cc1ccccc1
Total energy ... -657.5466 a.u.
Energy above the lowest of the compared OMol25 structures with the same formula, charge and spin ... 44.2 kcal per mole

```
! RIJCOSX wB97M-V def2-TZVPD def2/J DEFGRID3
* xyz 0 1
O 0.252 3.068 2.644
C -0.410 2.800 0.516
C 0.451 0.313 -3.030
C -0.855 -2.607 0.248
C 1.411 1.474 -2.555
C -0.694 -3.198 1.476
C 2.016 1.639 -0.141
C -1.601 -1.193 2.596
C 1.881 1.905 1.226
C -1.415 -1.281 0.226
C 1.134 1.971 -1.134
C -0.967 -2.407 2.644
C 0.645 2.560 1.440
C -0.171 2.360 -0.760
C -1.819 -0.610 1.314
C -0.483 -3.294 -1.040
H 3.005 1.181 -0.365
H 0.476 -3.747 -0.942
H -0.081 -0.172 -2.228
H 1.127 -0.359 -3.604
H -2.343 0.338 1.362
H -0.344 -4.200 1.751
H 1.042 2.297 -3.186
H -0.725 -2.755 3.643
H -0.419 -2.640 -1.919
H -1.510 -0.803 -0.750
H 2.419 1.085 -2.523
H -0.883 2.257 -1.589
H 2.626 1.830 1.945
H -0.356 0.592 -3.784
H -1.217 3.439 0.856
H -1.256 -4.023 -1.331
H 0.796 2.906 3.421
H -1.734 -0.727 3.575
*
```

Charges in e, computed with Mulliken, in the same order as the atoms: atom 1 (O): -0.547, atom 2 (C): -0.987, atom 3 (C): -0.606, atom 4 (C): 0.771, atom 5 (C): -0.758, atom 6 (C): -0.439, atom 7 (C): -0.371, atom 8 (C): -0.582, atom 9 (C): -1.281, atom 10 (C): -0.091, atom 11 (C): 0.577, atom 12 (C): -0.313, atom 13 (C): 1.083, atom 14 (C): -0.066, atom 15 (C): -0.601, atom 16 (C): -1.244, atom 17 (H): 0.181, atom 18 (H): 0.348, atom 19 (H): -0.163, atom 20 (H): 0.365, atom 21 (H): 0.397, atom 22 (H): 0.341, atom 23 (H): 0.310, atom 24 (H): 0.348, atom 25 (H): 0.232, atom 26 (H): 0.193, atom 27 (H): 0.403, atom 28 (H): 0.370, atom 29 (H): 0.475, atom 30 (H): 0.311, atom 31 (H): 0.403, atom 32 (H): 0.303, atom 33 (H): 0.307, atom 34 (H): 0.331

---

2.
DFT (ωB97M-V/def2-TZVPD) results for a single C15H18O7 molecule at a distorted geometry.

Properties
SMILES ... COCC/C(=C\C1=C(C)C(=O)C(OC)=C(OC)C1=O)C(=O)O
Total energy ... -1108.8668 a.u.
Energy above the lowest of the compared OMol25 structures with the same formula, charge and spin ... 170.6 kcal per mole

```
! RIJCOSX wB97M-V def2-TZVPD def2/J DEFGRID3
* xyz 0 1
O -3.605 1.979 -1.271
O -3.622 -0.825 -1.911
O 3.081 -1.347 0.684
O 4.278 1.834 1.617
O -1.226 2.746 0.058
O 2.564 2.156 3.206
O -1.770 -2.471 -0.408
C -2.632 1.039 -0.775
C 0.494 1.208 1.553
C 3.297 -0.335 -0.255
C -4.992 1.752 -0.750
C 2.394 0.896 -0.207
C 2.900 1.921 2.031
C 3.817 -2.577 0.437
C 1.861 1.374 1.162
C -1.437 1.473 -0.024
C -0.763 -0.754 0.694
C -2.786 -0.342 -0.999
C -3.126 -0.733 -3.214
C -0.130 -1.751 1.656
C -1.816 -1.283 -0.245
C -0.528 0.630 0.753
H -2.245 -1.470 -3.271
H -5.440 2.647 -0.282
H 1.539 0.598 -0.811
H 3.085 -3.327 0.077
H 0.428 -1.166 2.441
H 0.181 1.655 2.512
H -3.958 -0.969 -3.797
H 0.429 -2.528 1.091
H 4.370 -0.038 -0.147
H 4.207 -3.060 1.327
H -5.593 1.499 -1.653
H 2.835 1.800 -0.749
H -5.038 0.862 0.014
H 4.759 2.055 2.421
H -0.790 -2.230 2.201
H 3.132 -0.722 -1.280
H 4.583 -2.435 -0.340
H -2.737 0.239 -3.545
*
```

Charges in e, computed with Mulliken, in the same order as the atoms: atom 1 (O): -0.446, atom 2 (O): -0.467, atom 3 (O): -0.266, atom 4 (O): -0.440, atom 5 (O): -0.639, atom 6 (O): -0.579, atom 7 (O): -0.583, atom 8 (C): 0.067, atom 9 (C): -1.340, atom 10 (C): -0.576, atom 11 (C): -0.613, atom 12 (C): -1.109, atom 13 (C): 0.320, atom 14 (C): -0.847, atom 15 (C): 0.506, atom 16 (C): 0.699, atom 17 (C): 1.176, atom 18 (C): 0.420, atom 19 (C): -0.687, atom 20 (C): -1.654, atom 21 (C): 0.297, atom 22 (C): 0.646, atom 23 (H): 0.268, atom 24 (H): 0.298, atom 25 (H): 0.381, atom 26 (H): 0.271, atom 27 (H): 0.351, atom 28 (H): 0.406, atom 29 (H): 0.308, atom 30 (H): 0.171, atom 31 (H): 0.396, atom 32 (H): 0.288, atom 33 (H): 0.253, atom 34 (H): 0.418, atom 35 (H): 0.247, atom 36 (H): 0.337, atom 37 (H): 0.674, atom 38 (H): 0.401, atom 39 (H): 0.358, atom 40 (H): 0.288

---

3.
DFT (ωB97M-V/def2-TZVPD) results for a molecular structure, C15H19AsBrF2N6SZn.

Properties
Total energy ... -8098.4035 a.u.
Energy above the lowest of the compared OMol25 structures with the same formula, charge and spin ... 8.5 kcal per mole

```
! RIJCOSX wB97M-V def2-TZVPD def2/J DEFGRID3
* xyz 1 1
Br -4.307 -5.416 0.168
As -2.345 3.349 0.104
Zn -0.139 -0.033 -0.006
S -1.375 1.801 1.185
F -1.685 0.103 -2.355
F -0.217 1.757 -2.235
N 4.928 0.198 0.370
N 2.185 -0.036 0.045
N 2.060 -0.102 3.630
N -1.421 -1.791 0.119
N 0.485 -0.448 2.068
N 0.846 -0.297 4.191
C -0.083 -0.493 3.260
C 2.749 -0.045 1.252
C 2.989 0.093 -1.002
C -0.951 -3.041 0.138
C 4.120 0.071 1.416
C -1.333 4.332 -1.185
C 1.790 -0.198 2.354
C -3.644 -2.661 0.124
C -3.140 -3.951 0.146
C -3.896 2.701 -0.812
C 4.364 0.208 -0.832
C -0.366 0.385 -1.981
C -2.949 4.649 1.373
C -2.744 -1.612 0.107
C -1.769 -4.154 0.150
H 5.016 0.312 -1.689
H -3.570 2.113 -1.669
H -4.461 2.077 -0.124
H -3.554 5.400 0.869
H 0.126 -3.155 0.145
H -4.504 3.541 -1.146
H -1.126 -0.663 3.471
H -0.417 4.692 -0.722
H -1.093 3.687 -2.024
H -2.078 5.114 1.831
H 0.249 -0.090 -2.755
H -1.952 5.172 -1.500
H 2.533 0.111 -1.983
H -4.707 -2.473 0.114
H 0.741 -0.276 5.193
H 4.563 0.059 2.403
H -3.086 -0.585 0.077
H -3.534 4.141 2.136
H -1.346 -5.148 0.161
*
```

Charges in e, computed with Mulliken, in the same order as the atoms: atom 1 (Br): -0.101, atom 2 (As): 0.587, atom 3 (Zn): -0.070, atom 4 (S): -0.486, atom 5 (F): -0.264, atom 6 (F): -0.281, atom 7 (N): -0.555, atom 8 (N): 0.029, atom 9 (N): -0.692, atom 10 (N): 0.165, atom 11 (N): 0.213, atom 12 (N): 0.143, atom 13 (C): -0.279, atom 14 (C): 0.439, atom 15 (C): -0.141, atom 16 (C): -0.352, atom 17 (C): -0.296, atom 18 (C): -1.006, atom 19 (C): 0.026, atom 20 (C): -0.611, atom 21 (C): 0.237, atom 22 (C): -1.063, atom 23 (C): -0.320, atom 24 (C): 0.227, atom 25 (C): -1.041, atom 26 (C): -0.100, atom 27 (C): -0.643, atom 28 (H): 0.393, atom 29 (H): 0.324, atom 30 (H): 0.336, atom 31 (H): 0.392, atom 32 (H): 0.439, atom 33 (H): 0.445, atom 34 (H): 0.524, atom 35 (H): 0.363, atom 36 (H): 0.317, atom 37 (H): 0.355, atom 38 (H): 0.458, atom 39 (H): 0.413, atom 40 (H): 0.308, atom 41 (H): 0.446, atom 42 (H): 0.199, atom 43 (H): 0.458, atom 44 (H): 0.272, atom 45 (H): 0.344, atom 46 (H): 0.450

---

4.
DFT (ωB97M-V/def2-TZVPD) results for a molecular structure, C15H19BI2N6O4PtS2 at a distorted geometry.

Properties
Total energy ... -2747.9796 a.u.
Energy above the lowest of the compared OMol25 structures with the same formula, charge and spin ... 29.3 kcal per mole

```
! RIJCOSX wB97M-V def2-TZVPD def2/J DEFGRID3
* xyz 2 1
Pt -0.780 0.055 1.231
I -1.395 1.572 3.390
I -3.105 -1.294 2.413
S 0.472 1.286 -0.332
S 0.366 -1.473 2.626
O -1.853 -2.330 -1.757
O -0.690 -1.347 -0.143
O -5.024 0.418 -3.613
O -3.960 -1.536 -3.423
N 1.749 -3.194 0.997
N 2.779 1.988 -1.490
N -3.786 1.522 -1.467
N 3.205 1.052 0.429
N -2.220 0.830 -0.150
N 2.639 -1.210 1.178
C 2.053 2.518 -2.643
C 1.638 -1.985 1.574
C 0.801 -4.302 1.116
C -2.698 0.019 4.034
C 2.857 -3.175 0.190
C -3.469 0.267 -1.906
C 4.150 2.040 -1.305
C -3.102 3.157 0.300
C 2.241 1.394 -0.412
C -2.484 -0.157 -1.075
C -1.677 -1.376 -1.040
C -4.222 -0.292 -3.076
C 3.400 -1.935 0.293
C 4.409 1.451 -0.119
C -3.021 1.856 -0.410
B 2.933 0.249 1.717
H -3.989 3.194 0.935
H -3.230 -1.929 -2.902
H -2.203 -0.534 4.823
H 1.624 3.491 -2.408
H 3.156 -4.028 -0.394
H 4.284 -1.535 -0.171
H 3.859 0.248 2.476
H -4.498 2.083 -1.925
H 1.934 0.708 2.196
H -2.218 3.308 0.911
H -3.173 3.975 -0.416
H 1.280 -5.203 0.747
H -0.085 -4.089 0.520
H 5.341 1.285 0.392
H 0.523 -4.442 2.156
H 2.747 2.623 -3.471
H -3.624 0.471 4.369
H 4.804 2.483 -2.036
H 1.263 1.825 -2.926
*
```

Charges in e, computed with Mulliken, in the same order as the atoms: atom 1 (Pt): 1.914, atom 2 (I): 0.230, atom 3 (I): 0.365, atom 4 (S): -0.254, atom 5 (S): -0.291, atom 6 (O): -0.747, atom 7 (O): -0.666, atom 8 (O): -0.534, atom 9 (O): -0.488, atom 10 (N): 0.229, atom 11 (N): 0.183, atom 12 (N): 0.036, atom 13 (N): 0.125, atom 14 (N): -0.237, atom 15 (N): 0.439, atom 16 (C): -0.862, atom 17 (C): -0.274, atom 18 (C): -0.803, atom 19 (C): -0.822, atom 20 (C): -0.596, atom 21 (C): -0.114, atom 22 (C): -0.361, atom 23 (C): -1.310, atom 24 (C): 0.029, atom 25 (C): 0.579, atom 26 (C): 0.459, atom 27 (C): 0.518, atom 28 (C): -0.452, atom 29 (C): -0.675, atom 30 (C): 0.039, atom 31 (B): -0.182, atom 32 (H): 0.319, atom 33 (H): 0.431, atom 34 (H): 0.435, atom 35 (H): 0.332, atom 36 (H): 0.493, atom 37 (H): 0.559, atom 38 (H): -0.077, atom 39 (H): 0.268, atom 40 (H): -0.067, atom 41 (H): 0.232, atom 42 (H): 0.430, atom 43 (H): 0.330, atom 44 (H): 0.253, atom 45 (H): 0.552, atom 46 (H): 0.361, atom 47 (H): 0.334, atom 48 (H): 0.496, atom 49 (H): 0.493, atom 50 (H): 0.351

---

5.
DFT (ωB97M-V/def2-TZVPD) results for a molecular structure, C15H19Br15Cl4F6O4 at a distorted geometry.

Properties
Total energy ... -41934.0260 a.u.

```
! RIJCOSX wB97M-V def2-TZVPD def2/J DEFGRID3
* xyz 0 1
Br 13.948 14.621 16.223
Br 16.060 12.231 16.233
Br 15.256 11.521 8.602
Br 19.125 17.912 6.187
Br 11.693 17.281 16.553
Br 8.683 16.618 16.429
Br 9.403 22.178 12.960
Br 10.117 24.566 14.802
Br 16.493 18.410 8.018
Br 15.369 13.701 18.933
Br 10.866 24.668 11.762
Br 17.363 13.410 9.756
Br 15.037 12.238 11.795
Br 19.274 17.573 9.295
Br 9.907 19.008 14.653
Cl 9.149 20.711 7.173
Cl 6.666 22.181 5.979
Cl 12.788 14.322 9.950
Cl 11.454 14.940 7.353
F 10.955 17.253 11.438
F 11.160 9.313 12.712
F 13.268 9.631 12.822
F 12.364 17.790 9.926
F 12.261 8.422 14.400
F 11.926 19.150 11.567
O 13.024 16.497 12.946
O 12.807 10.896 15.404
O 14.447 17.513 11.464
O 11.222 11.621 13.995
C 10.210 17.273 15.396
C 12.143 9.493 13.576
C 7.919 20.928 5.816
C 10.715 23.517 13.364
C 10.896 13.897 13.319
C 12.119 10.788 14.474
C 15.504 16.763 12.023
C 14.696 13.150 17.182
C 16.169 11.962 10.259
C 12.068 17.861 11.218
C 11.133 13.058 14.505
C 15.850 17.442 13.359
C 12.875 15.003 8.357
C 18.127 17.473 7.748
C 13.216 17.169 11.960
H 12.076 13.258 14.994
H 16.692 11.071 10.548
H 10.800 14.897 13.739
H 10.215 16.628 14.537
H 16.012 18.506 13.257
H 7.410 19.922 5.770
H 13.898 12.396 17.306
H 13.067 16.039 8.505
H 16.712 16.908 13.822
H 13.660 14.470 7.858
H 17.881 16.375 7.540
H 11.681 23.128 13.589
H 15.033 17.350 14.077
H 10.253 13.092 15.148
H 8.462 21.066 4.827
H 11.715 13.880 12.598
H 15.237 15.714 12.118
H 16.321 16.848 11.386
H 10.003 13.572 12.783
*
```

Charges in e, computed with Mulliken, in the same order as the atoms: atom 1 (Br): 0.027, atom 2 (Br): -0.025, atom 3 (Br): -0.047, atom 4 (Br): -0.029, atom 5 (Br): 0.006, atom 6 (Br): -0.068, atom 7 (Br): -0.013, atom 8 (Br): 0.003, atom 9 (Br): 0.019, atom 10 (Br): -0.059, atom 11 (Br): -0.044, atom 12 (Br): -0.019, atom 13 (Br): 0.093, atom 14 (Br): -0.042, atom 15 (Br): 0.013, atom 16 (Cl): -0.128, atom 17 (Cl): -0.137, atom 18 (Cl): 0.029, atom 19 (Cl): -0.182, atom 20 (F): -0.216, atom 21 (F): -0.227, atom 22 (F): -0.238, atom 23 (F): -0.254, atom 24 (F): -0.243, atom 25 (F): -0.241, atom 26 (O): -0.197, atom 27 (O): -0.467, atom 28 (O): -0.316, atom 29 (O): -0.289, atom 30 (C): 0.147, atom 31 (C): 0.845, atom 32 (C): -0.266, atom 33 (C): -0.346, atom 34 (C): 0.070, atom 35 (C): 0.309, atom 36 (C): 0.010, atom 37 (C): -0.325, atom 38 (C): -0.412, atom 39 (C): 0.803, atom 40 (C): 0.453, atom 41 (C): -1.088, atom 42 (C): -0.214, atom 43 (C): -0.238, atom 44 (C): 0.260, atom 45 (H): -0.391, atom 46 (H): 0.355, atom 47 (H): -0.411, atom 48 (H): -0.248, atom 49 (H): 0.330, atom 50 (H): 0.256, atom 51 (H): 0.295, atom 52 (H): 0.090, atom 53 (H): 0.351, atom 54 (H): 0.304, atom 55 (H): 0.260, atom 56 (H): 0.376, atom 57 (H): 0.252, atom 58 (H): 0.287, atom 59 (H): 0.278, atom 60 (H): -0.031, atom 61 (H): 0.151, atom 62 (H): 0.360, atom 63 (H): 0.421

---

6.
DFT (ωB97M-V/def2-TZVPD) results for a molecular structure, C15H19Br6Cl3O12 at a distorted geometry.

Properties
Total energy ... -18310.4946 a.u.
⟨S²⟩ ... 0.75

```
! RIJCOSX wB97M-V def2-TZVPD def2/J DEFGRID3
* xyz -1 2
Br -1.202 -3.826 -4.925
Br -2.293 -3.536 0.406
Br -4.375 -1.959 -1.454
Br -2.785 -0.276 1.018
Br -1.972 -0.889 -3.630
Br 0.699 -2.556 -2.660
Cl 0.225 1.142 -6.991
Cl 1.410 0.752 -4.275
Cl 1.088 -1.562 -6.109
O 0.780 -2.853 3.637
O 0.015 1.520 -0.371
O 4.687 2.619 0.456
O -2.812 1.870 -1.528
O 6.788 3.007 1.148
O 1.834 2.657 0.399
O 5.894 4.392 -0.482
O 1.700 0.415 0.481
O -4.797 2.160 -0.396
O -0.112 -4.638 2.635
O 1.320 -3.277 1.437
O -3.469 3.919 -0.797
C 1.391 0.248 -5.924
C -0.087 0.209 -0.865
C -4.683 4.459 -0.228
C 5.792 3.442 0.326
C 0.685 -3.556 2.463
C -1.169 -2.747 -3.289
C 4.845 1.901 1.636
C 6.397 1.835 1.866
C -0.015 -3.457 4.611
C -3.639 2.595 -1.007
C -3.558 -1.967 0.362
C -0.546 -4.780 4.015
C 0.821 -0.607 0.028
C -5.489 3.209 0.239
C 1.204 1.620 0.237
H -0.846 -2.769 4.763
H 6.697 1.968 2.906
H -1.781 -3.237 -2.531
H 4.339 0.961 1.418
H -6.514 3.346 -0.107
H -1.058 -0.281 -0.800
H -4.423 -2.192 0.985
H -0.094 -5.626 4.533
H -1.635 -4.817 4.039
H 2.368 0.375 -6.390
H -5.315 4.996 -0.935
H 0.301 0.178 -1.883
H 4.330 2.465 2.414
H 6.856 0.958 1.410
H 0.267 -1.069 0.845
H 1.295 -1.415 -0.530
H -4.471 5.211 0.532
H -5.408 3.026 1.310
H 0.521 -3.565 5.554
*
```

Charges in e, computed with Mulliken, in the same order as the atoms: atom 1 (Br): -0.089, atom 2 (Br): -0.358, atom 3 (Br): -0.327, atom 4 (Br): -0.326, atom 5 (Br): -0.018, atom 6 (Br): 0.051, atom 7 (Cl): -0.146, atom 8 (Cl): 0.011, atom 9 (Cl): -0.113, atom 10 (O): -0.312, atom 11 (O): -0.286, atom 12 (O): -0.165, atom 13 (O): -0.401, atom 14 (O): -0.338, atom 15 (O): -0.616, atom 16 (O): -0.590, atom 17 (O): -0.293, atom 18 (O): -0.235, atom 19 (O): -0.273, atom 20 (O): -0.558, atom 21 (O): -0.330, atom 22 (C): -0.120, atom 23 (C): 1.162, atom 24 (C): -0.368, atom 25 (C): 0.583, atom 26 (C): 0.694, atom 27 (C): -0.320, atom 28 (C): -0.205, atom 29 (C): -0.267, atom 30 (C): -0.306, atom 31 (C): 0.589, atom 32 (C): -0.182, atom 33 (C): -0.219, atom 34 (C): 0.239, atom 35 (C): -0.258, atom 36 (C): 0.559, atom 37 (H): 0.230, atom 38 (H): 0.263, atom 39 (H): 0.343, atom 40 (H): 0.211, atom 41 (H): 0.238, atom 42 (H): -0.164, atom 43 (H): 0.287, atom 44 (H): 0.238, atom 45 (H): 0.252, atom 46 (H): 0.372, atom 47 (H): 0.252, atom 48 (H): -0.767, atom 49 (H): 0.232, atom 50 (H): 0.261, atom 51 (H): -0.091, atom 52 (H): 0.152, atom 53 (H): 0.286, atom 54 (H): 0.272, atom 55 (H): 0.267